DFT (ωB97M-V/def2-TZVPD) results for 2 unconnected molecules or ions with the total composition C4H12N2O2 at a distorted geometry.

Summary:
molar mass: 120.2 u
SMILES string: CCNC(=O)CN.O
HOMO level: -9.112 eV
ΔE to the lowest compared entry with this formula, charge and spin: 205.9 kJ/mol
strongest force on any atom: 3.24 eV/A
gap between HOMO and LUMO: 9.825 eV
total energy: -419.5701 a.u.

The geometry in XYZ format:
```
20
Properties=species:S:1:pos:R:3:forces:R:3
O 5.305 2.970 -0.207 0.07 0.36 0.88
O -0.228 -2.618 -1.240 0.39 0.16 0.14
N 0.854 -2.230 1.273 -1.01 0.72 0.73
N -1.517 -0.773 -1.110 0.26 -1.06 1.59
C -0.688 -1.719 -0.563 -1.78 -0.26 -0.25
C -0.500 -1.690 0.962 2.74 -0.60 0.72
C -1.528 1.583 -0.609 1.71 0.75 2.64
C -2.161 0.232 -0.285 -1.34 0.93 -1.99
H -1.695 -0.872 -2.097 -0.10 0.19 0.04
H -3.241 0.340 -0.518 0.43 -0.41 -0.42
H 1.522 -1.523 1.015 0.57 -0.69 -0.40
H -1.095 -2.387 1.558 -1.00 0.52 -0.62
H -0.551 1.565 -1.085 -0.34 -0.70 -1.08
H 5.640 2.882 0.708 -0.21 -0.04 -0.75
H -2.151 2.350 -1.039 -0.26 0.07 -0.06
H -0.448 -0.694 1.429 -0.67 -0.34 -0.36
H -2.257 -0.026 0.766 0.83 -0.09 -0.08
H 4.854 3.828 -0.190 0.14 -0.31 -0.13
H 0.953 -3.156 0.886 0.55 0.30 -0.47
H -1.069 1.938 0.345 -1.00 0.51 -0.14
```
Positions in Å, forces in eV/Å.

Partial atomic charges computed with the Löwdin method, in multiples of e: O -0.077; O 0.041; N -0.015; N 0.052; C -0.480; C -0.179; C -0.091; C -0.253; H 0.148; H 0.117; H 0.062; H 0.122; H 0.070; H 0.044; H 0.061; H 0.108; H 0.099; H 0.034; H 0.062; H 0.076